# 1
C44H116F3N10O12Sr | ωB97M-V/def2-TZVPD

The HOMO energy is -0.3604 Eh. The energy above the lowest of the compared OMol25 structures with the same formula, charge and spin is 0.0 kcal/mol. The molar mass comes out at 1122.084 g mol⁻¹. The energy comes out at -3526.4696 hartree. The orbital gap comes out at 7.2 eV.

Geometry as ORCA input:
```
! wB97M-V def2-TZVPD RIJCOSX def2/J DEFGRID3
* xyz 1 1
Sr -6.704 -10.640 -4.378
C -9.601 -11.865 -5.963
O -9.585 -12.160 -4.566
O -8.542 -11.068 -6.167
C -9.841 -13.136 -6.828
F -9.503 -12.939 -8.117
F -9.211 -14.263 -6.418
F -11.165 -13.425 -6.774
C -10.841 -12.202 -3.879
C -10.505 -12.894 -2.557
H -11.473 -12.848 -2.049
H -10.092 -13.873 -2.786
H -9.802 -12.388 -1.895
H -11.605 -12.766 -4.412
H -11.191 -11.201 -3.606
H -10.554 -11.353 -6.201
C -5.689 -15.478 -8.787
C -5.946 -16.142 -7.430
C -4.797 -16.950 -6.813
O -4.236 -17.848 -7.745
C -2.963 -18.290 -7.340
N -6.352 -15.097 -6.475
H -6.297 -14.594 -8.997
H -5.700 -16.141 -9.651
H -4.678 -15.045 -8.793
H -6.737 -16.889 -7.594
H -5.173 -17.506 -5.947
H -4.093 -16.186 -6.460
H -2.390 -18.599 -8.217
H -2.917 -19.165 -6.684
H -2.387 -17.485 -6.874
H -6.585 -15.630 -5.611
H -7.169 -14.721 -6.938
C -10.636 -14.696 -11.361
C -10.655 -16.039 -10.670
C -11.241 -16.029 -9.259
O -11.002 -17.214 -8.519
C -9.656 -17.396 -8.190
N -11.459 -16.931 -11.542
H -11.634 -14.265 -11.220
H -10.414 -14.745 -12.425
H -10.006 -13.918 -10.919
H -9.669 -16.520 -10.669
H -12.308 -15.818 -9.356
H -10.911 -15.139 -8.711
H -9.455 -18.469 -8.168
H -9.455 -16.923 -7.214
H -8.913 -16.914 -8.833
H -11.586 -17.864 -11.163
H -10.896 -17.072 -12.374
C -6.748 -13.674 -1.480
C -6.623 -14.455 -2.795
C -7.469 -15.728 -2.921
O -7.358 -16.300 -4.241
C -8.263 -17.381 -4.423
N -6.888 -13.440 -3.875
H -6.043 -12.842 -1.539
H -6.618 -14.230 -0.551
H -7.720 -13.200 -1.334
H -5.562 -14.671 -2.956
H -8.525 -15.515 -2.739
H -7.160 -16.500 -2.211
H -8.261 -18.068 -3.576
H -7.918 -18.015 -5.244
H -9.230 -16.991 -4.745
H -6.601 -13.912 -4.730
H -7.902 -13.525 -4.021
C -7.648 -10.611 -9.821
C -8.625 -9.432 -9.650
C -10.085 -9.833 -9.845
O -10.934 -8.785 -10.255
C -12.231 -9.275 -10.569
N -8.369 -8.906 -8.315
H -7.581 -11.072 -10.805
H -7.904 -11.365 -9.067
H -6.633 -10.340 -9.521
H -8.353 -8.667 -10.379
H -10.513 -10.273 -8.931
H -10.139 -10.670 -10.559
H -12.759 -8.389 -10.926
H -12.714 -9.532 -9.622
H -12.256 -9.999 -11.383
H -8.567 -9.568 -7.569
H -8.884 -8.053 -8.130
C -8.400 -8.798 -0.245
C -8.556 -9.230 -1.694
C -7.995 -8.128 -2.632
O -8.215 -8.478 -3.976
C -9.528 -8.324 -4.498
N -7.743 -10.441 -1.885
H -8.792 -7.805 -0.030
H -7.373 -8.900 0.113
H -8.901 -9.546 0.378
H -9.591 -9.464 -1.940
H -6.946 -7.948 -2.381
H -8.582 -7.253 -2.335
H -10.249 -9.004 -4.042
H -9.389 -8.601 -5.543
H -9.987 -7.332 -4.534
H -6.756 -10.259 -1.720
H -7.872 -11.072 -1.097
C -12.388 -16.306 -4.454
C -13.082 -16.382 -5.806
C -14.192 -17.424 -5.967
O -13.751 -18.728 -5.770
C -13.093 -19.328 -6.875
N -13.608 -15.034 -6.156
H -13.133 -16.363 -3.658
H -11.824 -15.375 -4.387
H -11.671 -17.126 -4.358
H -12.321 -16.512 -6.590
H -14.798 -17.306 -6.877
H -14.969 -17.182 -5.229
H -13.804 -19.452 -7.699
H -12.897 -20.346 -6.540
H -12.192 -18.793 -7.173
H -12.836 -14.397 -6.271
H -14.035 -15.223 -7.071
C -3.403 -13.281 -5.951
C -3.989 -11.911 -6.301
C -3.609 -11.449 -7.702
O -4.130 -10.156 -7.945
C -3.773 -9.721 -9.254
N -5.489 -12.085 -6.229
H -2.377 -13.220 -5.583
H -3.378 -13.875 -6.865
H -3.985 -13.733 -5.151
H -3.733 -11.153 -5.552
H -3.785 -12.253 -8.424
H -2.517 -11.310 -7.709
H -2.695 -9.594 -9.381
H -4.117 -8.697 -9.415
H -4.248 -10.358 -9.998
H -5.589 -13.097 -6.325
H -5.996 -11.667 -7.008
C -13.865 -13.057 -9.686
C -15.205 -13.674 -9.322
C -16.268 -13.671 -10.464
O -17.506 -14.136 -9.948
C -18.305 -13.315 -9.183
N -14.998 -15.042 -8.846
H -13.398 -13.471 -10.584
H -13.174 -13.040 -8.843
H -14.017 -12.000 -9.933
H -15.576 -12.930 -8.610
H -15.948 -14.498 -11.100
H -16.383 -12.749 -11.035
H -18.919 -12.547 -9.681
H -17.822 -12.770 -8.361
H -19.116 -13.867 -8.699
H -15.924 -15.412 -8.639
H -14.694 -15.573 -9.660
C -9.396 -17.665 -0.232
C -10.269 -16.566 -0.856
C -11.751 -16.683 -0.534
O -12.453 -15.498 -0.925
C -13.830 -15.505 -0.582
N -9.656 -15.292 -0.510
H -8.441 -17.941 -0.685
H -9.887 -18.644 -0.222
H -9.126 -17.416 0.798
H -10.238 -16.779 -1.933
H -11.807 -16.522 0.562
H -12.315 -17.597 -0.722
H -14.333 -14.773 -1.204
H -13.889 -15.294 0.493
H -14.217 -16.524 -0.686
H -9.628 -15.107 0.494
H -10.364 -14.583 -0.723
C -6.370 -6.483 -5.465
C -5.390 -7.532 -5.967
C -4.090 -7.601 -5.164
O -3.486 -6.334 -5.169
C -2.119 -6.268 -4.900
N -6.017 -8.881 -6.059
H -5.880 -5.538 -5.716
H -6.632 -6.529 -4.412
H -7.291 -6.411 -6.048
H -5.194 -7.242 -7.004
H -3.426 -8.315 -5.660
H -4.359 -7.965 -4.164
H -1.887 -6.454 -3.843
H -1.623 -5.341 -5.174
H -1.533 -7.060 -5.389
H -5.439 -9.304 -6.790
H -6.905 -8.837 -6.559
*
```

Atom charges from the Mulliken analysis, given in e for atoms 1 to 6: Sr 0.6694; C -0.6597; O 0.3405; O 0.5325; C -0.5191; F -0.2479


# 2
C44H119N11O19 | ωB97M-V/def2-TZVPD

The HOMO energy is -0.3181 Eh. Its SMILES is COCCNCCOC.COCCNCCOC.COCCNCCOC.COCCNCCOC.COCCNCCOC.COCCNCCOC.COCCNCCOC.NC(N)=O.NC(N)=O.O.O.O. The energy above the lowest of the compared OMol25 structures with the same formula, charge and spin is 0.0 kcal/mol. The molar mass comes out at 1106.494 g mol⁻¹. The energy comes out at -3779.3629 hartree. The orbital gap comes out at 9.0 eV.

Geometry as ORCA input:
```
! wB97M-V def2-TZVPD RIJCOSX def2/J DEFGRID3
* xyz 0 1
C -1.675 0.266 -6.805
O -0.703 1.134 -6.237
C 0.500 0.430 -5.872
C 1.643 1.435 -5.732
N 2.638 0.900 -4.798
C 3.805 1.749 -4.667
C 4.757 1.781 -5.880
O 5.232 0.429 -6.046
C 6.140 -0.047 -5.076
H -1.811 0.587 -7.840
H -2.619 0.270 -6.262
H -1.387 -0.786 -6.897
H 0.670 -0.189 -6.758
H 0.329 -0.120 -4.946
H 1.193 2.302 -5.242
H 2.131 1.652 -6.684
H 2.913 0.000 -5.182
H 4.455 1.585 -3.810
H 3.468 2.783 -4.526
H 5.603 2.466 -5.788
H 4.270 2.063 -6.813
H 6.956 0.656 -4.897
H 6.605 -0.983 -5.385
H 5.656 -0.236 -4.119
C -0.051 7.636 -2.342
O 0.176 7.166 -3.648
C -1.007 6.823 -4.356
C -1.392 5.331 -4.083
N -2.315 5.244 -2.960
C -3.239 4.088 -2.969
C -3.963 4.059 -1.628
O -2.980 3.686 -0.689
C -2.875 2.338 -0.275
H -0.483 8.638 -2.260
H 0.894 7.599 -1.801
H -0.736 6.997 -1.774
H -0.677 6.787 -5.397
H -1.830 7.516 -4.198
H -0.537 4.647 -4.035
H -1.901 4.970 -4.985
H -1.824 5.174 -2.077
H -2.592 3.203 -3.021
H -3.947 4.111 -3.797
H -4.757 3.307 -1.708
H -4.414 5.032 -1.427
H -2.241 1.938 -1.074
H -3.821 1.789 -0.286
H -2.332 2.092 0.637
C -5.128 3.402 5.199
O -4.755 4.127 4.021
C -5.750 4.493 3.079
C -5.074 4.959 1.805
N -4.529 6.321 1.848
C -3.285 6.421 2.675
C -2.313 5.308 2.330
O -1.028 5.643 2.842
C -0.068 4.639 2.636
H -5.207 2.335 4.991
H -6.138 3.772 5.406
H -4.444 3.686 5.990
H -6.366 5.288 3.505
H -6.327 3.599 2.820
H -5.737 4.917 0.935
H -4.349 4.203 1.478
H -4.147 6.550 0.934
H -3.644 6.446 3.702
H -2.836 7.355 2.335
H -2.272 5.228 1.237
H -2.658 4.359 2.748
H -0.046 3.870 3.412
H 0.894 5.156 2.579
H -0.122 4.165 1.646
C 1.718 -4.676 1.543
O 0.546 -5.401 1.221
C -0.078 -5.053 -0.001
C -1.416 -5.772 -0.096
N -1.321 -7.225 0.095
C -0.413 -7.834 -0.894
C -0.198 -9.323 -0.599
O 1.012 -9.405 0.175
C 1.248 -10.754 0.498
H 2.186 -5.078 2.440
H 1.467 -3.637 1.769
H 2.445 -4.801 0.739
H 0.605 -5.329 -0.808
H -0.233 -3.966 -0.041
H -1.814 -5.791 -1.114
H -2.026 -5.284 0.666
H -0.953 -7.470 1.009
H 0.603 -7.440 -0.969
H -0.817 -7.776 -1.908
H -0.059 -9.858 -1.542
H -1.003 -9.747 0.004
H 0.502 -11.188 1.177
H 2.147 -10.841 1.114
H 1.381 -11.503 -0.288
C -0.837 0.050 -2.621
O -0.315 0.528 -1.382
C 1.056 0.830 -1.343
C 1.298 1.930 -0.271
N 1.995 1.460 0.938
C 1.092 0.599 1.708
C 1.688 0.014 2.995
O 2.254 -1.278 2.832
C 2.149 -2.178 3.894
H -1.909 -0.072 -2.499
H -0.304 -0.863 -2.883
H -0.647 0.777 -3.416
H 1.399 1.271 -2.293
H 1.688 -0.067 -1.361
H 0.331 2.321 0.050
H 1.806 2.826 -0.632
H 2.773 0.827 0.772
H 0.635 -0.184 1.083
H 0.165 1.086 2.033
H 0.856 -0.045 3.699
H 2.443 0.716 3.364
H 1.095 -2.482 3.990
H 2.414 -1.713 4.848
H 2.654 -3.123 3.709
C 4.866 -4.881 -2.099
O 3.763 -4.635 -2.948
C 2.908 -3.700 -2.323
C 1.789 -3.356 -3.268
N 0.939 -4.540 -3.511
C -0.229 -4.098 -4.267
C -0.970 -5.309 -4.882
O -0.120 -6.379 -5.140
C -0.757 -7.490 -5.740
H 5.480 -5.701 -2.481
H 4.626 -5.142 -1.067
H 5.580 -4.051 -2.163
H 3.448 -2.783 -2.019
H 2.610 -3.972 -1.301
H 2.218 -3.095 -4.244
H 1.318 -2.442 -2.908
H 1.400 -5.144 -4.184
H 0.028 -3.458 -5.126
H -0.959 -3.528 -3.689
H -1.505 -4.923 -5.762
H -1.803 -5.588 -4.221
H -1.644 -7.714 -5.134
H -0.121 -8.369 -5.727
H -1.141 -7.244 -6.733
C -5.934 0.168 6.635
O -4.560 0.023 6.825
C -4.157 0.371 8.131
C -2.815 -0.335 8.421
N -1.704 -0.208 7.499
C -1.149 1.112 7.274
C -0.313 1.132 5.982
O -1.061 0.722 4.853
C -2.118 1.587 4.546
H -6.261 1.210 6.649
H -6.589 -0.359 7.351
H -6.308 -0.394 5.774
H -4.908 0.017 8.845
H -4.088 1.464 8.207
H -3.071 -1.398 8.433
H -2.362 -0.182 9.402
H -1.751 -0.726 6.634
H -0.399 1.354 8.037
H -1.904 1.904 7.295
H 0.535 0.486 6.211
H 0.094 2.137 5.833
H -2.875 1.550 5.338
H -2.614 1.466 3.584
H -1.776 2.631 4.594
N 4.764 4.755 3.279
C 3.750 3.856 3.073
N 3.387 3.719 1.768
O 3.224 3.273 4.021
H 5.114 5.364 2.568
H 5.048 4.815 4.241
H 4.105 3.970 1.111
H 2.674 3.017 1.482
N 4.665 0.005 -1.699
C 5.766 0.782 -1.531
N 6.273 0.733 -0.266
O 6.167 1.530 -2.429
H 4.214 0.116 -2.592
H 4.346 -0.657 -1.007
H 6.684 1.582 0.083
H 6.037 0.042 0.421
O 3.604 -1.261 0.614
H 3.350 -1.071 1.549
H 2.904 -1.836 0.286
O -1.137 -4.205 3.095
H -0.488 -4.596 2.481
H -0.999 -3.241 3.027
O -1.446 -1.488 3.234
H -2.325 -1.322 2.879
H -1.225 -0.690 3.754
*
```

Atom charges from the Mulliken analysis, given in e for atoms 1 to 6: C -0.8908; O -0.4038; C -0.0916; C -0.6984; N 0.4602; C -0.9120